# C4H13N

A cluster of 2 separate species, C4H13N in total (the ωB97M-V functional and the def2-TZVPD basis, the OMol25 dataset).

Output
Max |F|, eV Å⁻¹: 2.541
ΔE to the lowest compared entry with this formula, charge and spin, kcal/mol: 15.5
LUMO level, eV: 1.1069
SMILES: CCN.CC
Frontier orbital gap, eV: 10.029

```
! wB97M-V def2-TZVPD RIJCOSX def2/J DEFGRID3
* xyz 0 1
C -2.4637 -2.0069 0.2150
C -1.7467 -0.9134 -0.6158
N -0.3121 -1.3281 -0.5659
H -2.5273 -1.5428 1.2006
H -3.5389 -2.0187 -0.0219
H -2.0623 -3.0189 0.3139
H -2.1239 -0.8132 -1.6405
H -1.8409 0.0545 -0.1346
H -0.0871 -2.0429 -1.2697
H 0.3970 -0.6195 -0.5211
C 2.3211 1.8843 -0.3408
C 1.6729 1.6448 1.0833
H 1.9179 2.7346 -0.9012
H 2.3820 1.0367 -1.0039
H 3.2984 2.3179 -0.1437
H 0.8431 2.2823 1.4252
H 1.4056 0.5867 1.0850
H 2.4648 1.7628 1.8362
*
```

Here are the Mulliken charges for atoms 1 to 6, given in e:
1. C -0.9960
2. C -0.2635
3. N -0.4968
4. H 0.2589
5. H 0.2990
6. H 0.3311

---

# C15H34N3O5P2

A cluster of 2 separate species, C15H34N3O5P2 in total (the ωB97M-V functional and the def2-TZVPD basis, the OMol25 dataset).

Output
Max |F|, eV Å⁻¹: 11.644
LUMO level, eV: 2.5622
Frontier orbital gap, eV: 6.605

```
! wB97M-V def2-TZVPD RIJCOSX def2/J DEFGRID3
* xyz -1 1
C 0.7055 1.6425 -4.9885
C 0.9192 1.7810 -3.6069
P 1.0662 1.9283 -1.7016
C 1.5860 0.0867 -1.4676
C 1.8919 -0.7269 -2.8950
C 1.1017 2.3375 0.1752
C 1.8470 1.3064 1.1576
O 1.9580 1.9752 2.4973
C 0.9149 1.4952 3.4130
O 1.1264 0.3854 4.1205
C 2.8912 2.3363 -1.9934
O 3.6314 2.9691 -0.9078
N 4.3874 3.9411 -1.5115
O 4.6745 4.8206 -0.7134
N -0.6633 1.6367 -1.4562
C -1.3358 0.5119 -2.0472
C -1.8809 -0.6007 -0.9154
C -2.0682 0.0172 0.5833
P 0.6448 4.0965 -1.9831
N 0.2731 4.4829 -3.5052
H 0.7828 1.2354 -6.1085
H 0.8960 -0.5134 -0.7357
H 2.6878 -0.0181 -1.0056
H 2.7926 -0.2504 -3.5053
H 0.9647 -0.9992 -3.5242
H 2.3361 -1.7724 -2.5176
H 1.4853 3.4443 0.4168
H -0.0241 2.3872 0.5843
H 2.9784 1.1204 0.8301
H 1.2688 0.2999 1.3707
H -0.1100 2.0657 3.4614
H 3.5705 1.4282 -2.3673
H 2.9294 3.1068 -2.9067
H -1.1979 2.5154 -1.2839
H -2.3658 0.9113 -2.5146
H -0.8786 -0.1437 -2.8814
H -1.1054 -1.5046 -0.9495
H -2.8893 -1.0476 -1.3608
H -2.4918 1.1034 0.5002
H -1.0545 -0.0831 1.1564
H -2.8598 -0.6736 1.1496
H -0.3820 4.5698 -1.0444
H 1.8580 4.8115 -1.5950
H -0.6937 4.8939 -3.4705
C -3.4275 -5.3089 3.9245
C -3.2380 -4.7059 2.5436
O -2.8529 -3.3345 2.5736
C -1.6102 -3.0360 3.2045
C -0.4177 -3.6874 2.5258
H -4.0991 -4.6900 4.5288
H -3.8473 -6.3169 3.8477
H -2.4781 -5.3821 4.4624
H -4.1934 -4.7477 2.0089
H -2.5253 -5.2891 1.9520
H -1.6503 -3.2936 4.2673
H -1.4899 -1.9483 3.1526
H -0.4391 -4.7749 2.6400
H 0.5171 -3.3235 2.9624
H -0.4170 -3.4713 1.4530
*
```

Here are the Mulliken charges for atoms 1 to 6, given in e:
1. C -1.2184
2. C 0.2606
3. P 1.5644
4. C -0.3236
5. C -1.2309
6. C -0.2727

---

# C22H61N7O29S5

A cluster of 12 separate species, C22H61N7O29S5 in total (the ωB97M-V functional and the def2-TZVPD basis, the OMol25 dataset).

Output
Max |F|, eV Å⁻¹: 4.051
LUMO level (alpha / beta), eV: 1.7605 / 1.7601
Frontier orbital gap (alpha / beta), eV: 3.625 / 6.768
⟨S²⟩: 0.75

```
! wB97M-V def2-TZVPD RIJCOSX def2/J DEFGRID3
* xyz -1 2
C -3.3008 -3.5447 -2.4362
N -2.0658 -4.2308 -1.9639
O -0.9629 -3.7312 -2.2367
O -2.2615 -4.9554 -0.9594
H -3.0084 -2.8260 -3.2018
H -3.7928 -3.0158 -1.6199
H -3.8258 -4.3099 -3.0080
C 4.5358 3.4675 0.5641
N 3.3608 2.6015 0.8946
O 2.3995 2.4995 0.1347
O 3.4004 2.0147 1.9232
H 4.1412 4.4017 0.9636
H 4.6248 3.5262 -0.5206
H 5.3155 2.9183 1.0919
C 3.3048 -1.6837 6.0797
N 2.1274 -1.2379 5.2824
O 1.6857 -2.0507 4.4898
O 1.7005 -0.1356 5.4931
H 3.6532 -2.5489 5.5156
H 2.9860 -1.9856 7.0774
H 4.1210 -0.9713 5.9596
C -2.1954 -4.4793 3.6743
N -2.8264 -3.9421 4.9476
O -3.8095 -3.2551 4.7825
O -2.3698 -4.2138 6.0546
H -1.1644 -4.1304 3.7324
H -2.6745 -4.0770 2.7817
H -2.1352 -5.5656 3.7401
C -2.9961 2.8201 -0.7443
N -3.0230 3.0722 -2.1644
O -2.1700 2.6014 -2.8444
O -3.8861 3.8768 -2.5797
H -2.9594 1.7389 -0.6104
H -3.8940 3.2719 -0.3228
H -2.1620 3.2679 -0.2041
C -1.2590 1.1532 -6.6604
N -1.0071 0.7657 -5.2160
O -1.9166 0.1382 -4.6836
O 0.0861 1.0341 -4.7699
H -0.7760 0.3854 -7.2648
H -0.7030 2.0809 -6.7961
H -2.3152 1.1675 -6.9296
C 0.7231 -6.1968 0.1042
N 0.7526 -5.9038 1.5579
O 1.1275 -4.8253 2.0361
O 0.4488 -6.8448 2.3259
H 0.8128 -5.2712 -0.4644
H -0.2852 -6.5952 -0.0085
H 1.3723 -7.0086 -0.2241
O -6.7833 1.3146 1.6586
S -5.6713 1.1198 2.5570
O -4.5958 2.1075 2.5441
O -6.2296 0.9269 4.1223
C -5.2743 0.8260 5.1420
C -5.7257 -0.2360 6.1115
C -5.0778 -0.6486 2.4848
H -5.2652 1.7611 5.7021
H -4.2289 0.7863 4.8358
H -6.7445 -0.0175 6.4315
H -5.1572 -0.2175 7.0414
H -5.8097 -1.2661 5.7652
H -5.9559 -1.2944 2.4882
H -4.3349 -0.9362 3.2288
H -4.5087 -0.7358 1.5593
O 1.3091 -1.6551 -6.2814
S 2.2991 -2.5527 -5.6836
O 3.3557 -3.2647 -6.3821
O 2.9710 -1.6984 -4.4133
C 4.0780 -2.2411 -3.6868
C 4.7673 -1.1065 -2.9022
C 1.2595 -3.8027 -4.7940
H 4.7346 -2.6868 -4.4340
H 3.7026 -2.9584 -2.9568
H 5.8411 -1.2134 -2.7480
H 4.1712 -1.0196 -1.9938
H 4.5304 -0.1752 -3.4166
H 1.8728 -4.4022 -4.1213
H 0.8090 -4.5129 -5.4873
H 0.4589 -3.2068 -4.3559
O -1.5436 -0.4182 2.5018
S -1.3332 -1.0869 1.2166
O -2.2257 -2.0865 0.6612
O -1.0208 0.0690 0.0827
C -0.6525 -0.3444 -1.2198
C 0.6969 0.1354 -1.5870
C 0.3602 -1.8496 1.2461
H -1.4276 0.0798 -1.8580
H -0.8069 -1.3972 -1.4561
H 1.1849 -0.3887 -2.4087
H 1.3201 0.1663 -0.6933
H 0.5729 1.2035 -1.7654
H 0.6228 -2.3602 0.3196
H 0.3655 -2.5883 2.0476
H 0.9816 -1.0149 1.5705
O 3.8348 5.1776 -2.6602
S 3.6563 4.2045 -3.7725
O 3.8993 4.5657 -5.1821
O 4.5709 2.9501 -3.3335
C 6.0210 3.0427 -3.2297
C 6.7612 2.1651 -4.1717
C 2.0900 3.2521 -3.6017
H 6.2495 2.6582 -2.2358
H 6.3070 4.0945 -3.2169
H 6.2034 2.1607 -5.1082
H 6.8220 1.1201 -3.8678
H 7.7985 2.3851 -4.4242
H 1.9228 3.2429 -2.5246
H 2.2940 2.2662 -4.0194
H 1.2720 3.6671 -4.1905
O -0.3941 4.3778 0.8590
S 0.1765 4.1406 2.2135
O 1.4604 4.7432 2.5015
O -0.8932 4.5950 3.3283
C -2.2708 4.1847 3.1622
C -3.0031 5.0718 4.2239
C 0.2425 2.2705 2.6438
H -2.4248 3.1485 3.4635
H -2.7171 4.3908 2.1894
H -2.7688 4.9091 5.2759
H -4.0926 5.0557 4.1944
H -2.5595 6.0226 3.9286
H -0.7725 1.8958 2.5114
H 0.5733 2.0725 3.6634
H 0.9150 1.7890 1.9338
*
```

Here are the Mulliken charges for atoms 1 to 6, given in e:
1. C -0.7635
2. N 0.4824
3. O -0.4518
4. O -0.7641
5. H 0.1361
6. H 0.1367

---

# C2H12NO3

A cluster of 4 separate species, C2H12NO3 in total (the ωB97M-V functional and the def2-TZVPD basis, the OMol25 dataset).

Output
Max |F|, eV Å⁻¹: 3.782
ΔE to the lowest compared entry with this formula, charge and spin, kcal/mol: 32.2
LUMO level, eV: -2.7471
Frontier orbital gap, eV: 11.693

```
! wB97M-V def2-TZVPD RIJCOSX def2/J DEFGRID3
* xyz 1 1
C -1.9567 -0.1052 0.1254
C -2.8198 -0.2686 1.1312
N -0.5631 0.4142 0.2798
H -2.3642 -0.0803 -0.8781
H -3.7648 -0.6742 0.7808
H -2.7725 0.2173 2.0994
H -0.8078 1.4041 0.1657
H 0.0377 -0.1361 -0.3865
H -0.4124 0.3974 1.2971
H 0.4458 -0.5272 -2.5496
H 1.7924 0.1668 -2.1295
O 0.8543 -0.0100 -1.8533
H 3.4006 0.6357 -3.6309
H 4.1333 0.1768 -2.3223
O 3.3428 0.5471 -2.6792
H 0.1489 -1.5144 3.2920
H -0.0960 -0.3212 4.2392
O -0.1218 -0.5987 3.3161
*
```

Here are the Mulliken charges for atoms 1 to 6, given in e:
1. C -0.1779
2. C -0.5957
3. N -0.1072
4. H 0.3751
5. H 0.2498
6. H 0.2425

---

# C6H10

The molecule C6H10 (the ωB97M-V functional and the def2-TZVPD basis, the OMol25 dataset).

Output
Max |F|, eV Å⁻¹: 0.409
ΔE to the lowest compared entry with this formula, charge and spin, kcal/mol: 94.6
LUMO level, eV: 0.4480
Frontier orbital gap, eV: 8.672

```
! wB97M-V def2-TZVPD RIJCOSX def2/J DEFGRID3
* xyz 0 1
C 1.2331 1.3113 1.6310
C 0.0767 0.4884 1.2557
C -0.4984 0.8693 -0.0548
C -0.8918 -0.2904 -0.9560
C 0.1876 -1.2664 -1.3309
C -0.9317 -1.6922 -0.4226
H 1.3872 1.4230 2.7082
H 2.0063 0.5807 1.3083
H 1.4275 2.2488 1.0840
H -0.7064 -1.8122 0.6318
H -1.4153 1.3815 0.3065
H 0.0650 1.6265 -0.6337
H -1.6054 -0.0383 -1.7377
H 1.1712 -1.1115 -0.8890
H 0.2159 -1.6516 -2.3461
H -1.6771 -2.3735 -0.8215
*
```

Here are the Mulliken charges for atoms 1 to 6, given in e:
1. C -0.8800
2. C -0.3304
3. C -0.3767
4. C -0.1152
5. C -0.5663
6. C -0.5243

---

# C2H7N5O

The molecule C2H7N5O (the ωB97M-V functional and the def2-TZVPD basis, the OMol25 dataset).

Output
Max |F|, eV Å⁻¹: 3.305
ΔE to the lowest compared entry with this formula, charge and spin, kcal/mol: 109.1
LUMO level, eV: 0.6905
SMILES: C=NN/C(=N\N)NO
Frontier orbital gap, eV: 7.713

```
! wB97M-V def2-TZVPD RIJCOSX def2/J DEFGRID3
* xyz 0 1
C 0.4850 -1.3118 2.1377
N 0.3579 -1.1403 0.8641
N -0.3294 -0.0629 0.4000
C 0.0624 0.4980 -0.7495
N 0.3615 -0.1522 -1.8552
N 0.3956 -1.4998 -1.7065
N 0.0234 1.9384 -0.7789
O -0.8476 2.5060 0.1893
H 1.1896 -2.1836 2.4664
H 0.0031 -0.7051 2.9003
H -0.9309 0.4810 1.0310
H 0.6490 -2.0343 -2.4822
H -0.0913 -1.9411 -0.9280
H -0.4015 2.1577 -1.6551
H -0.9271 3.4499 0.1666
*
```

Here are the Mulliken charges for atoms 1 to 6, given in e:
1. C -0.3323
2. N -0.4995
3. N 0.0024
4. C 0.3484
5. N -0.4852
6. N -0.1735